No. 1
{"formula": "C55H69GeN3O7PPbSeTe", "method": "ωB97M-V/def2-TZVPD", "e_tot_ev": -220655.8500, "homo_ev": -4.9, "lumo_energy_ev": 0.818, "gap_ha": 0.2084, "total_charge": -1, "de_lowest_ev": 0.6954, "multiplicity": 1, "elements": ["Pb", "C", "C", "C", "C", "C", "C", "C", "Se", "C", "C", "C", "C", "C", "C", "O", "C", "C", "C", "C", "C", "C", "C", "C", "C", "O", "C", "C", "C", "C", "C", "C", "H", "H", "H", "H", "H", "H", "H", "H", "H", "H", "H", "H", "H", "H", "H", "H", "H", "H", "H", "H", "H", "H", "H", "H", "H", "H", "H", "H", "H", "H", "H", "H", "H", "H", "H", "H", "H", "H", "H", "H", "C", "C", "O", "P", "O", "Te", "O", "C", "C", "H", "H", "H", "H", "H", "H", "H", "H", "H", "H", "N", "C", "N", "C", "N", "O", "C", "O", "C", "C", "Ge", "C", "C", "C", "C", "C", "C", "C", "C", "C", "C", "C", "C", "C", "C", "C", "C", "C", "C", "H", "H", "H", "H", "H", "H", "H", "H", "H", "H", "H", "H", "H", "H", "H", "H", "H", "H", "H"], "positions_angstrom": [[-0.32538, 0.78648, -1.21042], [-2.30120, 4.38868, 5.89293], [-1.17401, 3.36884, 5.67428], [0.11343, 3.89144, 6.32621], [-1.56947, 2.06790, 6.37453], [-0.94498, 3.16328, 4.17880], [-1.04913, 1.93758, 3.55275], [-0.81609, 1.81663, 2.18670], [-0.91116, 0.04824, 1.44868], [0.88465, -0.49966, 1.86344], [1.12548, -0.96227, 3.15212], [2.40852, -1.27676, 3.55361], [3.42530, -1.10171, 2.60395], [3.22356, -0.64160, 1.31620], [1.89315, -0.32665, 0.89693], [1.65405, 0.09285, -0.31163], [4.38646, -0.42390, 0.34451], [4.18765, -1.27028, -0.92013], [4.45542, 1.06412, -0.03295], [5.73842, -0.80993, 0.95158], [2.75429, -1.75547, 4.96109], [3.37860, -3.15578, 4.90041], [1.51865, -1.82051, 5.86085], [3.75529, -0.78387, 5.60455], [-0.48119, 2.89902, 1.34956], [-0.28131, 2.77136, 0.07426], [-0.37606, 4.17119, 2.00452], [-0.60642, 4.25268, 3.36464], [-0.03625, 5.41420, 1.17968], [-1.14672, 5.63937, 0.14383], [0.06962, 6.67974, 2.03423], [1.31289, 5.23059, 0.46740], [-2.49055, 4.52704, 6.96123], [-3.22200, 4.04258, 5.41931], [-2.04950, 5.36005, 5.46482], [-0.03680, 4.05986, 7.39670], [0.43202, 4.83279, 5.87575], [0.92250, 3.16938, 6.19946], [-1.76175, 2.26345, 7.43197], [-0.77401, 1.32257, 6.30921], [-2.47615, 1.64274, 5.93983], [-1.30042, 1.04392, 4.10864], [0.28677, -1.06236, 3.82793], [4.43476, -1.34082, 2.90886], [3.25744, -1.01138, -1.42128], [4.15884, -2.33335, -0.66919], [5.01877, -1.10183, -1.61132], [3.52017, 1.39081, -0.48432], [5.26838, 1.23011, -0.74564], [4.64451, 1.67357, 0.85418], [5.77467, -1.86915, 1.21699], [5.97223, -0.21618, 1.83808], [6.52122, -0.62559, 0.21231], [2.66705, -3.87199, 4.48410], [3.66077, -3.49317, 5.90206], [4.27185, -3.16624, 4.27386], [0.78304, -2.53221, 5.48065], [1.04013, -0.84284, 5.94879], [1.81197, -2.14371, 6.86231], [4.69694, -0.75508, 5.05437], [3.97366, -1.08549, 6.63291], [3.34511, 0.22784, 5.61906], [-0.51290, 5.22017, 3.83994], [-2.09443, 5.85456, 0.64434], [-1.27628, 4.74844, -0.46902], [-0.89365, 6.48757, -0.49962], [-0.87914, 6.92898, 2.51502], [0.34689, 7.51727, 1.38954], [0.83807, 6.58436, 2.80460], [1.30413, 4.33808, -0.15357], [2.11708, 5.13610, 1.20122], [1.52378, 6.10100, -0.16126], [-7.62429, 4.50812, -1.42101], [-6.92033, 3.35631, -2.10027], [-5.75190, 3.03867, -1.32094], [-4.49900, 2.25543, -1.91601], [-3.42406, 2.17973, -0.93195], [-5.44828, 0.16166, -2.79302], [-4.14803, 2.92894, -3.30822], [-3.02036, 3.84289, -3.42559], [-3.52703, 5.26606, -3.41766], [-8.45125, 4.85306, -2.04256], [-6.93126, 5.33574, -1.27098], [-8.01436, 4.20685, -0.44948], [-6.62384, 3.61760, -3.11730], [-7.56465, 2.47697, -2.14779], [-2.53686, 3.58654, -4.36525], [-2.32136, 3.65303, -2.61125], [-4.24703, 5.42161, -4.22214], [-2.68966, 5.95030, -3.55985], [-4.00088, 5.50230, -2.46505], [-5.30759, 0.12737, -6.68328], [-4.77951, 0.14381, -5.65975], [-4.18589, 0.11113, -4.45326], [-2.88647, 0.47054, -4.41005], [-1.78240, 0.79682, -4.43130], [-2.68721, -0.70151, -1.93572], [-1.99072, -1.73859, -2.06013], [-0.77643, -1.83855, -1.76454], [-2.69423, -2.97555, -2.61025], [-1.92760, -4.27246, -2.38775], [-0.03502, -4.29102, -2.92437], [0.09413, -5.93693, -4.04018], [-0.18536, -7.18912, -3.48587], [-0.15179, -8.34597, -4.25145], [0.16024, -8.27325, -5.60315], [0.43733, -7.04082, -6.17549], [0.40578, -5.88747, -5.39865], [1.12515, -4.65122, -1.38692], [2.11370, -5.63348, -1.46943], [2.94084, -5.90731, -0.38682], [2.78437, -5.20580, 0.79949], [1.80795, -4.22390, 0.89667], [0.99144, -3.94352, -0.19053], [0.73400, -2.92808, -4.09222], [2.11949, -2.92474, -4.24562], [2.73753, -2.03891, -5.11805], [1.97566, -1.13738, -5.84830], [0.59573, -1.12674, -5.70270], [-0.01686, -2.01914, -4.83356], [-2.87162, -2.79360, -3.67556], [-3.67985, -3.01202, -2.13943], [-2.41606, -5.10758, -2.89121], [-1.91293, -4.49356, -1.31666], [-0.42712, -7.26320, -2.42964], [-0.36725, -9.30542, -3.79618], [0.18863, -9.17360, -6.20480], [0.67979, -6.97634, -7.22959], [0.63237, -4.93287, -5.86029], [2.23478, -6.20078, -2.38552], [3.70384, -6.67235, -0.47027], [3.43014, -5.41448, 1.64416], [1.69518, -3.65940, 1.81339], [0.24784, -3.16027, -0.11661], [2.72603, -3.61803, -3.67220], [3.81582, -2.04653, -5.22139], [2.45675, -0.43679, -6.51966], [-0.00513, -0.41344, -6.25253], [-1.09423, -1.98739, -4.72642]], "forces_ev_per_angstrom": [[0.076, 0.076, -0.290], [0.004, -0.029, -0.012], [-0.005, -0.006, -0.008], [-0.003, -0.007, 0.009], [0.009, 0.028, -0.022], [-0.011, 0.033, -0.001], [0.034, 0.064, -0.056], [-0.061, -0.164, -0.028], [-0.103, -0.143, 0.202], [-0.169, 0.059, -0.167], [0.075, -0.066, -0.043], [0.016, 0.016, -0.003], [-0.025, -0.002, 0.007], [0.060, -0.024, -0.009], [-0.006, -0.126, 0.168], [-0.251, 0.153, -0.140], [0.002, 0.007, -0.008], [-0.048, -0.044, -0.050], [-0.038, 0.014, -0.018], [-0.055, -0.005, -0.010], [0.003, 0.000, 0.017], [-0.012, -0.001, 0.011], [0.025, -0.002, -0.016], [-0.020, 0.004, -0.010], [-0.041, 0.067, 0.163], [0.031, -0.230, -0.115], [-0.016, 0.048, -0.007], [0.049, -0.029, 0.012], [0.016, -0.017, -0.029], [-0.035, -0.020, -0.056], [-0.014, -0.014, -0.028], [0.002, -0.039, 0.012], [0.004, 0.014, 0.003], [-0.007, 0.007, 0.009], [-0.001, -0.002, -0.003], [-0.001, 0.001, 0.001], [-0.001, -0.001, 0.005], [0.006, 0.008, -0.001], [0.014, -0.005, 0.008], [-0.010, -0.014, -0.008], [-0.004, -0.007, 0.014], [-0.020, 0.007, 0.010], [-0.007, 0.011, 0.010], [0.065, 0.003, -0.014], [0.035, -0.035, 0.004], [-0.001, -0.041, 0.008], [0.020, -0.011, -0.007], [0.051, 0.003, 0.017], [0.013, 0.005, 0.001], [0.013, 0.007, 0.003], [0.000, -0.005, 0.019], [0.003, -0.005, 0.020], [-0.002, -0.002, 0.002], [0.005, -0.013, -0.012], [0.005, -0.008, -0.005], [0.001, 0.001, -0.003], [-0.010, 0.013, -0.006], [-0.004, -0.003, 0.007], [-0.005, -0.006, 0.001], [-0.008, 0.004, -0.009], [0.011, -0.007, -0.002], [0.005, 0.001, 0.013], [-0.016, 0.029, -0.004], [0.003, 0.010, 0.001], [-0.002, 0.026, -0.014], [-0.013, 0.021, -0.014], [0.003, -0.007, 0.022], [-0.012, 0.007, 0.005], [0.001, 0.009, 0.001], [0.015, 0.022, 0.008], [0.008, -0.001, -0.002], [0.006, 0.010, 0.009], [0.040, 0.001, -0.002], [-0.051, 0.154, -0.013], [-0.068, -0.228, -0.059], [0.130, 0.286, 0.054], [0.018, -0.076, -0.037], [-0.082, -0.146, 0.089], [-0.033, -0.025, 0.063], [0.101, 0.091, -0.026], [0.028, -0.046, 0.002], [-0.025, -0.015, 0.019], [-0.015, 0.013, -0.028], [0.011, 0.008, 0.006], [0.047, -0.012, 0.006], [0.017, -0.019, -0.023], [-0.017, -0.038, -0.001], [-0.022, -0.025, 0.020], [0.008, 0.016, 0.002], [-0.004, 0.012, 0.004], [-0.006, 0.018, 0.041], [-0.052, 0.027, -0.014], [0.087, 0.002, 0.039], [0.075, 0.038, 0.078], [-0.071, -0.106, -0.058], [-0.054, 0.127, -0.060], [0.273, 0.138, 0.064], [-0.349, -0.099, 0.093], [0.186, 0.146, 0.283], [0.022, -0.077, -0.036], [0.024, 0.233, 0.054], [0.077, -0.220, -0.137], [0.035, 0.020, 0.024], [-0.026, 0.037, 0.008], [-0.002, 0.002, -0.004], [0.006, 0.012, -0.003], [-0.008, -0.014, 0.015], [0.005, -0.010, 0.026], [0.032, 0.054, -0.027], [-0.016, 0.027, 0.043], [-0.006, -0.017, -0.018], [0.028, 0.028, 0.004], [0.037, 0.052, -0.025], [-0.027, -0.045, -0.025], [-0.044, -0.041, 0.001], [-0.018, 0.056, -0.023], [0.021, 0.019, 0.024], [0.002, -0.017, 0.019], [0.004, -0.016, -0.017], [0.028, -0.028, -0.028], [-0.024, -0.033, -0.022], [-0.027, -0.001, -0.034], [-0.020, -0.014, -0.003], [-0.015, -0.049, -0.017], [0.006, -0.017, 0.002], [-0.002, 0.003, 0.008], [-0.003, 0.000, -0.003], [0.006, 0.009, 0.000], [0.003, 0.007, -0.008], [0.014, 0.000, -0.004], [0.005, 0.003, -0.004], [-0.005, -0.001, 0.014], [-0.009, 0.076, 0.049], [0.002, 0.047, 0.003], [0.022, 0.009, 0.010], [0.010, 0.004, 0.016], [0.002, -0.003, -0.008], [0.001, -0.004, 0.025], [0.035, 0.021, -0.012]]}

No. 2
{"formula": "C14H16O", "method": "ωB97M-V/def2-TZVPD", "e_tot_ev": -16822.3991, "homo_ev": -8.2, "lumo_energy_ev": 0.792, "gap_ha": 0.3307, "total_charge": 0, "de_lowest_ev": 2.8361, "smiles": "Cc1ccc(O)cc1.Cc1ccccc1", "multiplicity": 1, "elements": ["C", "C", "C", "C", "C", "O", "C", "C", "H", "H", "H", "H", "H", "H", "H", "H", "C", "C", "C", "C", "C", "C", "C", "H", "H", "H", "H", "H", "H", "H", "H"], "positions_angstrom": [[4.30885, 0.70699, -2.46406], [3.46783, 0.51178, -1.16613], [2.39411, -0.38885, -1.16114], [1.55357, -0.39812, -0.02059], [1.79710, 0.63875, 0.96700], [0.79322, 0.76904, 1.90297], [2.97524, 1.41636, 0.97609], [3.81921, 1.33905, -0.13100], [4.95391, -0.07147, -2.45044], [4.90584, 1.52427, -2.25080], [3.86166, 0.60755, -3.41637], [2.24579, -1.23758, -2.02776], [0.85379, -1.23563, 0.01801], [0.76004, 1.59110, 2.39205], [3.05638, 2.22043, 1.78992], [4.78978, 1.95428, -0.21809], [-3.47567, 1.42454, 0.85940], [-3.28645, -0.02170, 0.59381], [-3.90614, -0.95957, 1.37531], [-3.51480, -2.30514, 1.20838], [-2.67943, -2.64253, 0.18443], [-2.15684, -1.65314, -0.81218], [-2.54269, -0.34277, -0.59294], [-3.21814, 2.00628, 0.01987], [-2.89338, 1.57265, 1.83527], [-4.50837, 1.89444, 0.94585], [-4.61135, -0.71670, 2.20670], [-3.76082, -2.96583, 2.07218], [-2.47309, -3.70173, 0.25661], [-1.46926, -1.94956, -1.63070], [-2.03987, 0.41283, -1.26167]], "forces_ev_per_angstrom": [[-1.908, -0.634, 2.378], [0.420, 0.047, -3.254], [-0.572, -1.573, 0.317], [1.746, 0.863, -0.696], [-0.411, -0.952, -0.439], [-0.021, -0.727, -0.149], [-1.441, 0.785, 0.895], [0.822, 0.832, 0.668], [2.436, -2.738, -0.092], [0.958, 2.051, -0.559], [-1.042, 0.685, -0.779], [0.412, 2.520, 2.237], [-0.347, 0.857, 0.593], [0.579, 0.287, -0.127], [0.176, -1.410, -1.243], [-1.855, -0.887, 0.254], [-1.012, 0.918, 2.171], [-1.228, 0.841, -2.127], [0.269, -0.795, 0.641], [-0.444, 1.204, 1.216], [0.925, 0.465, -1.405], [-1.331, -1.923, 2.032], [1.364, -0.580, 0.419], [1.614, 0.765, -0.746], [-0.722, 0.771, -1.540], [0.659, -1.462, 0.680], [0.856, 0.146, -0.797], [0.036, 0.007, -1.299], [0.788, -0.055, -0.957], [-0.713, 0.150, 0.673], [-1.011, -0.459, 1.034]]}

No. 3
{"formula": "C4H11NO", "method": "ωB97M-V/def2-TZVPD", "e_tot_ev": -7862.1973, "homo_ev": -9.5, "lumo_energy_ev": 0.994, "gap_ha": 0.3868, "total_charge": 0, "de_lowest_ev": 2.3563, "smiles": "CNC[C@H](C)O", "multiplicity": 1, "elements": ["C", "N", "C", "C", "C", "O", "H", "H", "H", "H", "H", "H", "H", "H", "H", "H", "H"], "positions_angstrom": [[-1.22618, 0.16312, -1.93470], [-1.49137, -0.29990, -0.50479], [-0.15357, -0.78762, 0.07268], [0.43267, 0.28720, 0.80889], [1.98069, 0.22382, 1.12777], [-0.26386, 0.53439, 2.16619], [-1.48322, 1.20926, -1.86824], [-1.91768, -0.23222, -2.68860], [-0.22014, 0.25008, -2.20715], [-2.04923, -1.13544, -0.53438], [-0.14722, -1.75505, 0.51414], [0.41276, -0.88809, -0.77043], [0.30427, 1.19072, 0.27951], [2.41228, 1.21041, 1.11148], [2.21041, -0.08085, 2.12702], [2.41288, -0.52119, 0.46427], [-1.21349, 0.63137, 1.83634]], "forces_ev_per_angstrom": [[-2.774, 1.304, 1.852], [1.680, -1.227, -0.458], [-2.603, 0.233, -0.832], [1.959, 1.798, 5.067], [-1.688, -0.568, -0.287], [-0.974, -0.406, -3.082], [-0.368, 0.607, -0.355], [0.525, -0.423, 0.243], [1.636, -0.901, -0.519], [-0.486, -0.141, -0.207], [-0.534, -0.652, 0.926], [2.050, -0.620, -2.188], [-0.369, 1.057, -0.833], [0.251, 0.290, -0.755], [-0.411, -0.630, 0.753], [0.524, 0.388, -0.244], [1.583, -0.110, 0.917]]}